DFT (wB97M-V/def2-TZVPD) results for a single C7H8NPS2 molecule.

```
! wB97M-V def2-TZVPD RIJCOSX def2/J DEFGRID3
* xyz 0 1
S -4.39562 0.66441 0.92669
S -2.43424 -2.16366 -0.00179
P -2.82770 -0.11477 0.03158
N -1.39534 0.60747 0.71627
C -0.19595 -0.03978 0.72767
C 2.34490 -1.33211 0.95876
C 2.13794 -0.02814 1.31958
C 0.06934 -1.29649 0.38543
C 0.91458 0.60583 1.39396
C -2.47643 0.45712 -1.66726
C 1.26646 -1.93728 0.37528
H 2.96966 0.35149 2.04757
H -2.28184 1.46796 -1.76969
H -1.47449 0.21479 -2.05166
H 1.33742 -3.07814 0.10295
H 0.78136 1.62446 1.74971
H -3.25353 0.35395 -2.39897
H -1.64433 1.23551 1.46910
H 3.40035 -1.77391 0.95977
*
```

Output
- energy relative to the best compared isomer or geometry (same formula, charge and spin) (eV) = 1.7491
- E (Ha) = -1463.9455
- gap between HOMO and LUMO (spin up / spin down) (hartree) = 0.2519 / 0.2520